330
Properties=species:S:1:pos:R:3:forces:R:3:lowdin_charge:R:1 method="wB97M-V/def2-TZVPD" total_charge=+4 largest_force_ev_per_a=10.0 homo_ha=-0.5188 orbital_gap_ev=3.49
C -3.1179 -6.2333 5.8808 -0.43 0.81 -0.77 -0.002
C -2.0576 -5.0904 5.9178 0.28 0.07 -0.13 -0.378
C -1.2006 -5.1699 4.6541 0.43 0.57 -1.53 -0.125
C -0.3185 -3.9212 4.2513 -0.77 -0.81 0.27 -0.120
C -1.3215 -2.7229 3.9431 1.19 -1.89 1.49 -0.080
C -2.0964 -2.3859 5.2484 0.10 0.42 -1.87 -0.431
N -2.7590 -3.6846 5.7602 -6.83 -0.02 4.57 0.160
O -3.9915 -3.6284 6.2915 7.79 0.05 -3.76 0.212
C -3.1189 -1.3621 4.8850 -1.93 -0.32 0.09 -0.032
C -1.2144 -1.7087 6.2602 0.78 -0.37 1.73 -0.006
C -1.2869 -5.1139 7.2806 -0.33 0.05 0.76 -0.002
H -2.6245 -7.2051 5.8644 0.19 0.19 0.29 0.106
H -3.6593 -6.1640 4.9373 0.17 0.09 -0.30 0.091
H -3.9424 -6.2129 6.5934 0.62 0.17 0.57 0.095
H -1.8516 -5.2666 3.7853 -0.56 -0.10 0.13 0.114
H -0.6786 -6.1250 4.5948 0.39 0.11 0.49 0.124
H 0.3235 -4.2197 3.4225 -0.59 0.09 -0.61 0.088
H 0.4581 -3.8322 5.0110 -0.25 1.05 0.54 0.089
H -2.0387 -3.0476 3.1892 0.01 -0.08 0.06 0.095
H -0.8662 -1.7929 3.6027 0.15 -0.05 0.05 0.115
H -3.7151 -1.6814 4.0302 -0.20 -0.11 0.22 0.083
H -2.7458 -0.3850 4.5782 0.58 -0.30 0.43 0.079
H -3.7619 -1.2259 5.7546 -0.25 0.40 -0.27 0.107
H -1.7647 -1.1922 7.0466 -0.47 -0.09 -0.14 0.109
H -0.6557 -0.9249 5.7488 0.05 -0.32 -0.20 0.070
H -0.5325 -2.3569 6.8108 0.25 -0.11 -0.32 0.077
H -0.9572 -6.1130 7.5655 -0.37 -0.43 -0.70 0.098
H -1.9562 -4.8546 8.1009 -0.31 0.13 -0.13 0.095
H -0.3766 -4.5539 7.4949 -0.07 0.62 -0.96 0.072
C -0.8669 7.9256 -2.4917 -0.12 -0.88 1.97 0.020
C 0.2976 7.7529 -1.4236 -0.37 0.85 -1.69 -0.400
C 1.5723 7.9080 -2.2329 1.77 0.92 0.86 -0.111
C 2.7791 8.2771 -1.2989 0.83 -0.84 -1.71 -0.168
C 2.6190 9.5154 -0.5102 -2.37 1.02 0.41 -0.133
C 1.3646 9.4350 0.4438 2.35 2.19 0.36 -0.410
N 0.2118 8.8336 -0.3169 -7.42 -0.95 3.92 0.158
O -1.0507 8.9130 0.2665 8.27 0.00 -3.81 0.162
C 1.0762 10.8980 0.9823 -1.06 -0.07 -0.15 0.002
C 1.7586 8.5600 1.6087 -0.93 -1.62 1.97 -0.025
C 0.2298 6.3837 -0.6820 -0.75 1.16 0.16 0.023
H -0.6875 7.1288 -3.2135 0.06 0.17 -0.13 0.098
H -0.9514 8.8988 -2.9752 0.33 -0.06 0.21 0.102
H -1.7932 7.6689 -1.9776 -0.23 0.20 -0.26 0.083
H 1.4617 8.6408 -3.0321 -0.16 0.62 0.37 0.128
H 1.7579 7.0285 -2.8494 -0.09 -0.46 0.77 0.095
H 3.6896 8.5146 -1.8490 -0.06 -0.43 -0.76 0.117
H 3.1009 7.4273 -0.6969 -0.38 -0.13 0.23 0.109
H 2.3561 10.3934 -1.1003 0.41 -0.12 -0.72 0.126
H 3.5451 9.7938 -0.0074 -0.36 -0.18 0.58 0.147
H 1.7992 11.3999 1.6253 0.94 -1.06 -0.11 0.104
H 0.2073 10.9551 1.6379 -0.42 -0.28 -0.44 0.090
H 0.9907 11.6291 0.1785 -0.46 -0.31 -0.30 0.093
H 0.8840 8.2598 2.1858 -0.38 0.01 -0.07 0.090
H 2.3526 9.0408 2.3860 0.14 0.78 -0.60 0.112
H 2.2871 7.6210 1.4445 0.00 0.10 -0.85 0.086
H -0.7314 6.3894 -0.1680 -0.04 -0.30 0.02 0.084
H 1.0264 6.2750 0.0540 0.06 -0.23 -0.39 0.076
H 0.2314 5.6202 -1.4599 0.25 -0.08 0.23 0.099
C -6.3189 2.1042 1.7119 0.94 0.81 0.30 -0.009
C -7.3186 1.0151 1.4017 0.30 -1.05 -1.03 -0.420
C -8.6841 1.5354 1.1100 -1.30 1.82 -0.33 -0.151
C -9.7070 0.6117 0.4708 1.08 -0.79 0.30 -0.159
C -9.2235 0.1384 -0.9001 0.28 0.63 -0.03 -0.111
C -7.7590 -0.5380 -0.9317 -2.25 1.22 -0.69 -0.365
N -6.8564 0.2591 0.0850 8.52 -3.10 -0.87 0.226
O -5.4264 -0.0046 -0.0592 -9.72 2.02 0.83 0.113
C -7.1425 -0.5241 -2.3678 0.14 0.28 0.59 -0.005
C -8.0241 -1.9358 -0.4475 1.31 -2.40 1.15 -0.031
C -7.3999 -0.0769 2.4615 1.41 -0.76 1.26 0.028
H -6.6366 2.6893 2.5749 -0.38 -0.35 0.24 0.113
H -6.1712 2.8677 0.9481 -0.51 -0.26 -0.57 0.093
H -5.3018 1.7991 1.9578 -0.27 -0.72 0.08 0.065
H -8.6059 2.4483 0.5194 0.14 0.10 -0.33 0.131
H -9.0630 1.9126 2.0598 0.00 -0.17 0.20 0.147
H -10.6773 1.0860 0.3239 0.14 0.11 0.27 0.133
H -9.8189 -0.2231 1.1627 -0.41 -0.19 -0.16 0.111
H -9.3412 1.0046 -1.5512 0.71 0.15 -0.26 0.119
H -9.9874 -0.5365 -1.2859 0.52 -0.55 -0.09 0.127
H -7.7467 -1.0452 -3.1105 -0.68 0.03 0.49 0.103
H -6.1950 -1.0580 -2.4413 0.20 0.23 0.47 0.056
H -7.0256 0.5014 -2.7183 0.21 -0.03 0.13 0.067
H -7.1071 -2.5210 -0.3784 0.43 0.20 0.22 0.079
H -8.6237 -2.6083 -1.0611 -0.28 0.94 -0.90 0.114
H -8.4918 -2.1179 0.5201 0.09 0.87 0.20 0.097
H -7.5879 0.3869 3.4298 -0.52 0.52 -0.06 0.120
H -6.4210 -0.4933 2.6992 0.22 -0.17 -0.53 0.085
H -8.0736 -0.9285 2.3656 -0.14 0.41 -0.51 0.099
C -3.1191 5.7363 3.8023 -0.37 -0.44 0.19 -0.009
C -2.2262 4.4608 3.7940 0.44 2.50 -1.38 -0.367
C -0.9158 4.7844 2.9261 -0.64 -0.94 1.49 -0.096
C 0.1870 3.7452 3.2741 -0.64 1.33 -0.44 -0.144
C 0.5071 3.8011 4.7487 1.55 0.00 -0.92 -0.179
C -0.5809 3.3452 5.6752 1.21 -0.20 2.37 -0.371
N -1.8610 4.1078 5.2739 -6.90 -2.01 4.63 0.181
O -2.9344 4.1286 6.2209 7.53 0.05 -6.42 0.211
C -0.1414 3.8174 7.1274 -0.81 1.28 -0.44 -0.006
C -0.7716 1.7473 5.6655 -1.95 1.36 -0.26 0.037
C -2.9278 3.3057 3.0462 -0.06 -1.38 2.00 0.009
H -3.5638 5.8937 2.8197 -0.08 -0.59 -0.14 0.098
H -2.6375 6.7013 3.9604 0.52 -0.31 0.59 0.086
H -3.9316 5.5919 4.5145 -0.05 0.17 -0.09 0.091
H -0.6560 5.8283 3.1015 0.53 -0.08 0.40 0.106
H -1.2420 4.7767 1.8861 0.02 -0.40 0.02 0.106
H 1.0853 4.0025 2.7130 0.02 -0.33 -0.18 0.118
H -0.1476 2.7331 3.0464 0.03 -0.01 -0.43 0.101
H 0.9880 4.7372 5.0325 -0.80 0.66 0.07 0.132
H 1.4012 3.1872 4.8572 -0.37 -0.73 0.46 0.096
H -0.7433 3.4890 7.9747 -0.02 -0.41 -0.36 0.096
H -0.2071 4.9054 7.1365 -0.50 0.27 -0.06 0.086
H 0.9218 3.7686 7.3628 0.07 -1.10 -0.46 0.092
H -1.5206 1.5523 4.8980 0.22 -0.49 -0.14 0.062
H -1.2664 1.4386 6.5864 0.09 0.20 0.10 0.094
H 0.1057 1.1205 5.5051 0.33 0.78 -0.14 0.082
H -3.9100 3.0490 3.4430 -0.29 0.59 0.03 0.082
H -2.3851 2.4051 3.3334 0.21 -0.21 -0.71 0.058
H -2.9439 3.4189 1.9623 0.21 0.34 0.23 0.109
C -0.0563 -7.8836 -5.2679 0.70 0.52 -0.26 0.015
C 0.1627 -8.0296 -3.7554 1.25 -1.24 0.62 -0.446
C 0.7878 -9.4154 -3.3544 1.71 0.20 -0.53 -0.080
C 2.3327 -9.5416 -3.7143 -0.73 1.86 0.31 -0.109
C 3.1207 -8.3906 -2.9619 -1.47 -0.49 0.00 -0.103
C 2.6194 -6.9138 -3.3193 0.92 -1.64 1.61 -0.393
N 1.1076 -6.9174 -3.2228 -2.71 8.74 -1.63 0.196
O 0.5661 -5.5889 -3.1364 3.19 -9.02 -0.13 0.132
C 2.9989 -6.5299 -4.7699 0.78 0.74 0.12 0.013
C 3.2359 -5.9951 -2.2084 -0.71 0.20 -0.04 -0.002
C -1.1065 -7.9306 -3.0451 -2.13 1.03 2.27 -0.043
H -0.7141 -8.6997 -5.5667 0.04 0.01 0.12 0.115
H 0.8571 -7.9246 -5.8612 -0.05 -0.27 0.10 0.079
H -0.5394 -6.9336 -5.4966 -0.10 0.00 0.14 0.094
H 0.1469 -10.1726 -3.8061 0.26 0.03 -0.46 0.129
H 0.6857 -9.6339 -2.2914 -0.07 0.57 0.22 0.123
H 2.5294 -9.3092 -4.7609 -0.34 -0.38 -0.32 0.095
H 2.7211 -10.5436 -3.5320 -0.02 0.21 0.29 0.119
H 4.1945 -8.4924 -3.1193 -0.05 0.38 -0.33 0.126
H 2.9850 -8.4700 -1.8833 -0.12 -0.24 0.11 0.111
H 2.2050 -6.3753 -5.5006 0.10 -0.50 0.24 0.072
H 3.7815 -7.2234 -5.0777 -0.45 -0.28 -0.37 0.103
H 3.5254 -5.5762 -4.7321 -0.20 0.20 0.18 0.085
H 3.0487 -4.9318 -2.3582 -0.18 -0.10 -0.09 0.070
H 4.3103 -6.0923 -2.0519 0.12 -0.38 -0.84 0.106
H 2.8437 -6.2952 -1.2367 -0.46 0.09 -0.10 0.067
H -0.9259 -7.7374 -1.9877 0.18 -0.27 0.15 0.081
H -1.7116 -8.8373 -3.0425 0.30 -0.14 -0.49 0.124
H -1.7683 -7.0973 -3.2811 0.18 0.01 -0.72 0.083
C 4.1877 1.6100 1.8432 1.50 -0.74 0.46 0.048
C 5.3836 1.4776 2.9142 1.72 0.21 -0.09 -0.363
C 5.2061 2.4839 4.0349 -1.09 0.88 1.96 -0.152
C 4.1807 2.1423 5.1256 0.32 -0.36 -0.63 -0.163
C 4.5661 0.7755 5.7101 -0.72 1.12 0.72 -0.134
C 4.5355 -0.3702 4.7292 1.17 -0.36 0.30 -0.401
N 5.4161 0.0577 3.5010 2.68 -6.64 -3.54 0.158
O 6.1017 -0.9825 2.8628 -4.50 7.51 4.28 0.176
C 3.0935 -0.6055 4.2602 0.21 -0.76 -0.10 0.011
C 5.1303 -1.6847 5.4014 -0.75 0.37 -0.74 0.009
C 6.8535 1.7470 2.3712 -0.77 -1.13 -2.26 -0.009
H 4.1385 2.6657 1.5761 0.01 -0.09 0.02 0.095
H 3.2298 1.2602 2.2281 0.19 0.16 0.11 0.071
H 4.4362 0.9958 0.9778 -0.09 0.13 0.00 0.082
H 4.8968 3.4641 3.6723 0.23 -0.15 -0.77 0.131
H 6.1045 2.6976 4.6139 0.50 -0.36 -0.47 0.130
H 3.1648 2.1953 4.7342 -0.07 -0.57 -0.20 0.078
H 4.1618 2.9336 5.8750 0.44 -0.16 0.22 0.126
H 3.8034 0.5553 6.4571 0.20 -0.39 0.25 0.133
H 5.5261 0.8335 6.2229 0.06 0.07 -0.03 0.138
H 2.5400 -0.9204 5.1449 0.22 -0.45 0.12 0.100
H 3.1690 -1.4212 3.5412 -0.69 0.10 -0.24 0.096
H 2.4880 0.2354 3.9221 0.64 0.10 -0.45 0.076
H 6.1538 -1.6412 5.7738 0.04 0.51 -0.35 0.099
H 5.0409 -2.5467 4.7404 0.11 0.16 -0.26 0.071
H 4.5217 -1.9335 6.2707 -0.23 0.36 0.02 0.097
H 6.9434 2.7303 1.9096 -0.27 0.24 0.55 0.097
H 7.0291 1.0938 1.5164 -0.39 -0.18 -0.33 0.077
H 7.7637 1.4970 2.9162 -0.65 0.33 1.17 0.098
C 7.4297 3.6073 -5.1708 0.27 0.34 -1.11 0.015
C 6.2517 3.3641 -4.2259 0.42 1.23 1.78 -0.420
C 6.1267 4.5301 -3.1475 0.35 0.70 -0.42 -0.065
C 6.1416 5.9725 -3.7759 0.30 -0.33 1.01 -0.155
C 5.4221 6.0201 -5.0680 -1.07 -0.68 -1.31 -0.162
C 4.3330 4.9272 -5.2445 -0.32 0.28 -0.47 -0.380
N 4.9050 3.5309 -4.9084 -2.91 -7.31 -2.68 0.170
O 4.2154 2.3182 -5.2939 4.32 8.48 2.66 0.139
C 3.8953 4.9339 -6.7305 0.43 -0.16 -1.34 -0.011
C 3.1120 5.2218 -4.2940 0.41 -0.72 -0.43 0.021
C 6.4592 2.0115 -3.5354 -1.58 -0.36 -0.61 -0.012
H 7.4644 2.8575 -5.9612 -0.29 0.10 -0.16 0.108
H 8.4017 3.5025 -4.6888 -0.35 -0.16 0.73 0.115
H 7.4757 4.6111 -5.5931 -0.26 -0.22 -0.18 0.080
H 6.9638 4.4806 -2.4511 0.08 -0.44 -0.14 0.135
H 5.2335 4.2735 -2.5779 -0.03 0.40 0.12 0.094
H 7.1458 6.3708 -3.9211 0.24 -0.48 0.04 0.126
H 5.6866 6.7758 -3.1965 -0.08 -0.62 0.94 0.110
H 6.0773 5.9924 -5.9387 -0.08 0.09 0.07 0.115
H 4.8388 6.9403 -5.1012 0.10 0.04 -0.45 0.133
H 4.7105 5.0343 -7.4471 0.92 -0.16 0.56 0.092
H 3.3689 5.8335 -7.0494 -0.60 0.02 0.87 0.106
H 3.4140 4.0645 -7.1783 -0.58 -0.12 0.91 0.089
H 3.3423 5.1985 -3.2289 0.16 -0.48 -0.09 0.075
H 2.3452 4.4953 -4.5625 -0.17 0.16 0.43 0.087
H 2.7590 6.2402 -4.4561 0.15 -0.10 -0.66 0.088
H 5.6586 1.8346 -2.8171 -0.05 0.05 0.09 0.077
H 7.4091 1.8729 -3.0192 0.06 0.56 -0.35 0.111
H 6.3402 1.2465 -4.3026 0.26 -0.21 0.11 0.089
C -3.4049 0.5675 -8.1037 0.63 0.30 1.06 -0.031
C -1.8713 0.4318 -7.8917 -1.08 -0.55 0.08 -0.220
C -1.3142 1.6218 -7.1050 1.05 -0.92 0.18 -0.164
O 0.0358 1.3167 -6.7314 -1.14 -1.62 -0.99 -0.181
C 0.4583 1.9720 -5.5813 -0.28 1.48 -0.13 -0.099
N -1.6730 -0.9345 -7.0893 -0.52 1.99 -1.50 0.256
H -0.8319 -1.4176 -7.3709 0.46 -0.20 0.07 0.134
H -1.6506 -0.8093 -6.0874 0.57 0.06 1.10 0.110
H -2.4949 -1.4666 -7.3370 -0.02 -0.60 0.00 0.143
H -3.8755 -0.2797 -8.6025 0.22 0.21 -0.44 0.094
H -3.6444 1.5330 -8.5493 0.05 -0.27 -0.47 0.104
H -3.8740 0.6309 -7.1219 -0.05 -0.07 0.26 0.057
H -1.4085 0.2692 -8.8651 0.37 0.03 0.27 0.154
H -1.9648 1.7840 -6.2457 0.07 -0.09 0.47 0.115
H -1.3408 2.5528 -7.6713 -0.12 -0.06 -0.42 0.145
H -0.2645 1.8711 -4.7717 0.14 -0.26 0.31 0.084
H 0.4362 3.0115 -5.9086 0.40 0.70 0.74 0.086
H 1.4733 1.6975 -5.2939 -0.26 -0.32 -0.11 0.087
C 2.3964 -6.2193 4.0786 -0.99 0.08 -1.18 -0.035
C 3.6344 -5.5779 3.4937 -0.58 1.28 -0.02 -0.288
C 4.8190 -5.9008 4.3830 1.85 -0.80 -2.26 -0.162
O 6.0411 -5.6801 3.6588 0.75 0.63 -0.58 -0.215
C 7.2766 -5.6953 4.4175 -0.67 -0.04 0.38 -0.060
N 3.8279 -6.0163 2.0124 1.67 0.39 2.40 0.280
H 4.4375 -6.8184 2.0835 -0.24 -0.95 -0.42 0.161
H 2.9836 -6.1603 1.4772 -0.92 -0.48 -0.23 0.115
H 4.4375 -5.3567 1.5505 0.10 1.00 -0.20 0.132
H 2.0630 -5.7888 5.0229 0.48 -0.07 0.12 0.094
H 2.4171 -7.3083 4.1180 0.31 0.01 0.26 0.109
H 1.5966 -5.9949 3.3729 -0.32 -0.12 0.02 0.059
H 3.4847 -4.4998 3.4364 0.00 0.02 -0.21 0.131
H 4.7574 -6.9890 4.3914 0.02 -0.27 1.63 0.137
H 4.8520 -5.3026 5.2936 -0.56 -0.55 0.30 0.142
H 8.2007 -5.6290 3.8434 -0.63 -0.05 -0.90 0.092
H 7.3684 -6.6245 4.9800 -0.18 0.06 0.30 0.093
H 7.3187 -4.8141 5.0577 -0.22 -0.10 0.41 0.079
C -2.9644 -4.1339 -3.2114 0.38 0.84 1.06 -0.011
C -3.6923 -3.0473 -2.2701 1.12 -1.85 -0.19 -0.198
C -3.1783 -3.1996 -0.7895 0.18 1.40 -0.08 -0.126
O -1.7359 -3.2903 -0.6603 -2.00 -0.60 -2.00 -0.185
C -1.3270 -3.7012 0.6070 0.82 0.35 0.82 -0.104
N -3.3592 -1.6570 -2.8374 0.45 -1.81 -0.11 0.235
H -2.3514 -1.6837 -2.8983 1.41 0.61 0.01 0.091
H -3.5849 -1.5630 -3.8174 -0.60 -0.12 -0.27 0.143
H -3.6605 -0.8232 -2.3536 -0.16 0.89 0.82 0.107
H -1.8929 -3.9805 -3.0836 0.14 0.51 -0.37 0.053
H -3.2178 -4.1515 -4.2714 -0.23 0.42 0.09 0.078
H -2.9938 -5.1684 -2.8691 -0.94 0.15 0.46 0.077
H -4.7735 -3.1825 -2.3003 0.08 0.16 0.19 0.134
H -3.7427 -3.9464 -0.2312 0.26 -0.75 -0.43 0.137
H -3.4779 -2.3140 -0.2292 -0.22 0.50 -0.06 0.101
H -0.2944 -4.0322 0.4957 -0.02 -0.05 0.14 0.097
H -1.8913 -4.4963 1.0944 -0.34 -0.13 -0.41 0.106
H -1.3567 -2.8151 1.2410 0.07 -0.02 0.41 0.062
C 0.7547 -1.2485 -0.0611 -0.43 0.19 -0.07 -0.027
C -0.3448 -0.2247 -0.4407 2.34 -0.35 0.50 -0.221
C -0.4709 0.8562 0.6977 -1.27 0.24 0.23 -0.153
O -1.1429 0.4631 1.9222 -0.49 -0.52 -1.52 -0.200
C -2.5384 0.1348 1.6807 -0.16 0.96 0.13 -0.083
N 0.1205 0.4419 -1.7533 -2.07 0.65 1.49 0.251
H 0.0831 -0.2461 -2.4918 1.21 -0.89 -1.12 0.095
H -0.6267 1.0414 -2.0733 -1.53 0.56 0.15 0.105
H 0.8491 1.1370 -1.6758 1.28 -0.49 0.06 0.126
H 1.7393 -0.7810 -0.0607 0.04 -0.06 0.06 0.081
H 0.7557 -2.1251 -0.7089 0.08 0.17 -0.33 0.082
H 0.5606 -1.6747 0.9231 0.01 0.34 0.13 0.074
H -1.1969 -0.8254 -0.7589 -0.55 0.68 0.53 0.122
H -1.0206 1.7091 0.2998 -0.25 0.09 -0.32 0.108
H 0.4626 1.2854 1.0618 0.45 -0.63 -0.53 0.103
H -3.0994 0.3950 2.5783 0.18 -0.97 0.38 0.063
H -2.7080 -0.8622 1.2740 0.19 -0.17 0.60 0.068
H -3.0495 0.7976 0.9825 0.65 0.39 -0.71 0.069
C -3.6931 2.5227 -2.0115 0.42 -3.63 0.96 -0.342
O -4.7986 2.2348 -2.9602 1.09 1.29 -0.19 -0.121
O -2.9067 1.3294 -1.7903 -0.58 2.90 -1.30 -0.263
C -2.9255 3.9121 -2.2115 -1.57 -1.55 0.76 -0.580
F -3.7688 4.9810 -2.1153 0.36 -0.60 -0.30 0.119
F -1.9846 4.1113 -1.2764 0.08 -0.16 0.77 0.115
F -2.2890 3.9512 -3.3452 0.75 0.50 -1.96 0.155
C -4.5257 2.0935 -4.3694 -0.15 0.46 0.73 -0.277
C -5.8321 2.1748 -5.1309 -0.10 -0.13 0.05 -0.057
H -6.5500 1.5631 -4.5844 -0.19 -0.03 -0.28 0.061
H -6.2631 3.1646 -5.2815 0.24 0.10 0.38 0.088
H -5.6800 1.7667 -6.1301 -0.14 -0.18 -0.05 0.060
H -4.1049 1.1080 -4.5687 0.37 -0.29 0.12 0.084
H -3.8246 2.8465 -4.7294 0.12 0.04 0.08 0.103
H -4.2529 2.6586 -1.0862 -0.31 0.50 0.09 0.116
C 0.5505 -2.3024 -4.2018 -0.54 2.48 0.97 -0.357
O 1.7858 -1.5014 -3.9614 -0.56 0.09 -0.13 -0.125
O -0.5447 -1.4062 -4.1452 1.48 -1.59 -0.59 -0.250
C 0.7646 -3.0531 -5.5409 -0.50 0.90 -0.03 -0.625
F 1.5846 -4.0723 -5.4642 1.37 -1.17 0.93 0.152
F -0.3501 -3.5803 -6.0532 -1.71 -0.21 0.06 0.125
F 1.2397 -2.2967 -6.5211 0.36 1.33 -0.61 0.156
C 3.0459 -2.0068 -3.4359 -1.21 -0.71 0.20 -0.241
C 4.0080 -0.8798 -3.1549 -0.76 0.68 -0.30 -0.062
H 4.9767 -1.2694 -2.8418 -0.04 0.09 -0.14 0.092
H 4.0560 -0.1632 -3.9748 0.43 -0.26 -0.37 0.056
H 3.5835 -0.2832 -2.3475 0.13 -0.08 0.35 0.069
H 3.4092 -2.7782 -4.1149 0.38 0.07 -0.05 0.110
H 2.8925 -2.4390 -2.4470 -0.29 -0.54 -0.04 0.091
H 0.4267 -3.0502 -3.4185 0.37 -0.42 0.15 0.122
B 2.5162 3.3587 -1.2209 -1.71 0.02 0.87 -1.340
F 1.8877 2.6133 -0.1899 -0.08 -0.77 -0.13 0.085
F 2.6533 4.6229 -0.6520 0.44 1.03 -0.43 0.109
F 3.7122 2.8218 -1.5621 1.25 -0.44 -0.49 0.166
F 1.6382 3.3677 -2.3391 0.16 0.10 0.09 0.086
B -5.2866 1.4461 5.5037 -0.82 -0.14 1.21 -1.406
F -4.3215 1.2884 6.4734 1.49 0.38 1.28 0.120
F -4.7127 0.8690 4.3780 0.01 0.16 -1.83 0.108
F -6.4220 0.8005 5.9103 -0.91 -1.02 -0.24 0.152
F -5.6557 2.7819 5.3707 0.67 0.97 -0.92 0.111
B -5.2192 -3.2849 2.4884 -1.34 -0.33 -0.07 -1.308
F -5.9440 -3.7536 1.3976 -0.91 0.24 -0.95 0.107
F -6.0556 -3.0961 3.6061 0.63 0.13 -0.36 0.113
F -4.3069 -4.3098 2.7034 1.47 0.17 0.87 0.117
F -4.6458 -2.0420 2.0972 0.48 -0.11 0.20 0.069
B 0.3336 -7.3793 0.6389 -1.34 0.43 1.61 -1.519
F 0.0993 -8.6407 0.3270 0.11 -3.57 -0.14 0.217
F 1.6619 -7.0800 0.6359 3.16 0.59 -0.14 0.137
F -0.3140 -6.6735 -0.2865 -1.27 2.80 -2.57 0.174
F -0.1576 -7.0109 1.8879 -0.24 0.15 1.28 0.124
B 3.9976 -2.6348 0.8161 0.85 -0.45 -2.07 -1.387
F 2.7877 -3.1806 1.1289 -1.42 -0.36 1.76 0.148
F 5.0512 -3.1568 1.5850 -0.21 -0.03 0.66 0.110
F 4.1784 -3.0410 -0.5078 0.74 -0.46 -1.14 0.106
F 4.0064 -1.2531 0.7798 -0.09 1.00 1.01 0.125